[1]
C24H36ClN5O | ωB97M-V/def2-TZVPD

Its energy above the lowest of the compared OMol25 structures with the same formula, charge and spin is 0.0 kJ/mol. Its SMILES is CCN(CC)[C@H]1CCN(Cc2c(C(=O)N3CCCCCCC3)nc3ccc(Cl)cn23)C1. Its total energy is -47493.3215 eV. The calculation puts the lowest unoccupied orbital energy at 0.27 eV.

Geometry (Å):
1 C -2.612 -3.471 0.012
2 C -1.418 -4.250 -0.558
3 N -0.244 -3.499 -0.966
4 C -0.403 -2.699 -2.166
5 C -1.114 -1.343 -2.042
6 C 0.440 -2.833 0.131
7 C 0.987 -3.827 1.176
8 C 2.383 -3.278 1.548
9 N 2.525 -1.970 0.915
10 C 2.051 -0.891 1.789
11 C 2.023 0.406 1.065
12 C 1.004 1.323 0.826
13 C -0.411 1.110 1.215
14 O -0.790 -0.033 1.467
15 N -1.274 2.143 1.270
16 C -0.932 3.542 1.154
17 C -1.837 4.322 0.199
18 C -1.791 3.835 -1.247
19 C -2.264 2.396 -1.480
20 C -3.586 2.031 -0.789
21 C -3.413 1.166 0.461
22 C -2.646 1.813 1.618
23 N 1.477 2.377 0.113
24 C 2.756 2.143 -0.098
25 C 3.721 2.900 -0.779
26 C 4.999 2.428 -0.864
27 C 5.327 1.184 -0.276
28 Cl 6.942 0.590 -0.409
29 C 4.395 0.443 0.387
30 N 3.134 0.930 0.480
31 C 1.730 -2.107 -0.297
32 H -2.286 -2.744 0.749
33 H -3.159 -2.952 -0.771
34 H -3.295 -4.167 0.495
35 H -1.748 -4.822 -1.431
36 H -1.089 -4.969 0.196
37 H 0.600 -2.524 -2.569
38 H -0.939 -3.318 -2.892
39 H -2.186 -1.460 -1.918
40 H -0.732 -0.783 -1.194
41 H -0.939 -0.761 -2.945
42 H -0.209 -2.099 0.630
43 H 0.338 -3.891 2.048
44 H 1.079 -4.817 0.732
45 H 2.532 -3.200 2.626
46 H 3.166 -3.923 1.140
47 H 2.762 -0.824 2.624
48 H 1.050 -1.075 2.197
49 H 0.096 3.612 0.801
50 H -1.002 4.000 2.151
51 H -2.866 4.312 0.559
52 H -1.503 5.362 0.222
53 H -0.767 3.920 -1.614
54 H -2.416 4.508 -1.841
55 H -1.488 1.701 -1.164
56 H -2.377 2.268 -2.559
57 H -4.145 2.936 -0.544
58 H -4.204 1.460 -1.486
59 H -2.892 0.248 0.188
60 H -4.401 0.887 0.837
61 H -3.145 2.720 1.960
62 H -2.621 1.094 2.444
63 H 3.425 3.836 -1.221
64 H 5.765 2.983 -1.379
65 H 4.585 -0.525 0.822
66 H 1.553 -1.137 -0.757
67 H 2.295 -2.738 -0.988

=====

[2]
C35H37BrCrN6O6 | ωB97M-V/def2-TZVPD

Its energy above the lowest of the compared OMol25 structures with the same formula, charge and spin is 11.5 kJ/mol. The charge is +1. Its total energy is -156582.2414 eV. The calculation puts the lowest unoccupied orbital energy (spin up / spin down) at -3.59 / -3.71 eV. The spin multiplicity is 2.

Geometry (Å):
1 Cr -0.740 -0.366 -0.232
2 C -3.378 0.112 3.094
3 O -2.540 -0.538 4.041
4 C -1.599 -1.457 3.675
5 C -1.155 -2.268 4.706
6 C -0.175 -3.236 4.510
7 C 0.376 -3.387 3.260
8 C -0.035 -2.566 2.200
9 C 0.673 -2.707 0.950
10 N 0.489 -1.960 -0.072
11 N 1.331 -2.159 -1.170
12 C 1.056 -1.262 -2.066
13 O 0.058 -0.425 -1.943
14 C 1.904 -1.143 -3.272
15 C 1.473 -0.363 -4.340
16 C 2.280 -0.213 -5.459
17 C 3.521 -0.834 -5.511
18 C 3.954 -1.613 -4.442
19 C 3.149 -1.769 -3.325
20 C -1.040 -1.590 2.388
21 O -1.436 -0.785 1.422
22 H -4.132 0.621 3.691
23 H -3.864 -0.608 2.433
24 H -2.830 0.838 2.496
25 H -1.609 -2.123 5.679
26 H 0.142 -3.861 5.333
27 H 1.144 -4.129 3.082
28 H 1.451 -3.465 0.883
29 H 0.510 0.127 -4.281
30 H 1.938 0.387 -6.294
31 H 4.149 -0.717 -6.385
32 H 4.919 -2.100 -4.483
33 H 3.471 -2.370 -2.487
34 Br -3.876 -6.473 -3.345
35 C -3.493 -4.768 -2.643
36 C -2.204 -4.460 -2.247
37 C -1.932 -3.206 -1.728
38 C -2.938 -2.255 -1.608
39 C -4.234 -2.579 -2.017
40 C -4.511 -3.831 -2.529
41 N -2.589 -0.978 -1.084
42 C -3.444 -0.042 -1.066
43 C -3.060 1.293 -0.606
44 C -3.962 2.332 -0.501
45 C -3.501 3.565 -0.057
46 C -2.163 3.709 0.258
47 C -1.322 2.615 0.125
48 N -1.764 1.438 -0.297
49 H -1.412 -5.189 -2.343
50 H -0.925 -2.972 -1.430
51 H -5.055 -1.882 -1.943
52 H -5.515 -4.080 -2.840
53 H -4.462 -0.167 -1.414
54 H -5.001 2.181 -0.761
55 H -4.182 4.399 0.039
56 H -1.766 4.654 0.601
57 H -0.269 2.669 0.358
58 O 0.791 0.313 1.166
59 C 1.553 0.960 1.896
60 C 1.823 0.498 3.304
61 C 1.105 1.388 4.351
62 C 0.720 2.783 3.855
63 C 1.900 3.663 3.443
64 C 2.838 2.986 2.432
65 N 2.140 2.100 1.508
66 H 2.901 0.490 3.473
67 H 1.469 -0.529 3.376
68 H 1.740 1.474 5.235
69 H 0.194 0.878 4.669
70 H 0.153 3.293 4.635
71 H 0.031 2.678 3.009
72 H 2.488 3.930 4.324
73 H 1.518 4.599 3.028
74 H 3.606 2.413 2.952
75 H 3.365 3.729 1.836
76 H 1.916 2.407 0.572
77 N 3.918 1.757 -2.971
78 C 2.795 2.615 -3.323
79 C 1.629 2.392 -2.376
80 O 0.531 2.851 -2.528
81 O 1.922 1.621 -1.315
82 H 4.805 2.202 -3.155
83 H 3.891 0.884 -3.485
84 H 2.887 1.434 -1.354
85 H 2.415 2.481 -4.336
86 H 3.081 3.664 -3.223

=====

[3]
C2H7NS | ωB97M-V/def2-TZVPD

Its energy above the lowest of the compared OMol25 structures with the same formula, charge and spin is 149.7 kJ/mol. Its SMILES is C=NC.S. Its total energy is -14511.1092 eV. The calculation puts the lowest unoccupied orbital energy at 0.91 eV.

Geometry (Å):
1 C -2.637 1.752 -0.786
2 N -2.529 0.504 -1.004
3 C -1.903 -0.360 -0.014
4 H -2.140 2.301 0.017
5 H -3.340 2.175 -1.491
6 H -1.741 -1.341 -0.456
7 H -2.445 -0.154 0.926
8 H -0.920 0.004 0.326
9 S 5.352 -1.572 0.972
10 H 6.435 -1.309 1.723
11 H 5.867 -1.999 -0.213

=====

[4]
C35H28F3N3O3PdSSb | ωB97M-V/def2-TZVPD

Its energy above the lowest of the compared OMol25 structures with the same formula, charge and spin is 85.9 kJ/mol. The charge is +1. Its total energy is -76362.2565 eV. The calculation puts the lowest unoccupied orbital energy (spin up / spin down) at -3.72 / -3.72 eV.

Geometry (Å):
1 Pd -0.215 0.605 1.378
2 O -4.198 -0.375 1.786
3 S -3.183 -0.064 0.824
4 O -3.395 -0.418 -0.548
5 N -1.752 -0.605 1.407
6 C -1.590 -1.746 2.188
7 C -2.413 -2.845 2.209
8 C -2.137 -3.920 3.080
9 C -1.056 -3.922 3.913
10 C -0.185 -2.808 3.921
11 C 0.966 -2.699 4.731
12 C 1.748 -1.579 4.670
13 C 1.388 -0.537 3.800
14 N 0.325 -0.617 3.035
15 C -0.468 -1.728 3.064
16 C -2.824 1.681 0.858
17 C -2.574 2.295 2.082
18 C -2.352 3.666 2.117
19 C -2.412 4.410 0.946
20 C -2.693 3.791 -0.268
21 C -2.901 2.420 -0.315
22 H -3.280 -2.887 1.563
23 H -2.809 -4.768 3.075
24 H -0.852 -4.765 4.560
25 H 1.220 -3.512 5.400
26 H 2.632 -1.474 5.282
27 H 1.969 0.373 3.725
28 H -2.583 1.708 2.993
29 H -2.161 4.154 3.063
30 H -2.263 5.481 0.982
31 H -2.772 4.381 -1.171
32 H -3.136 1.910 -1.241
33 C 2.966 3.599 1.256
34 C 1.663 2.898 1.030
35 N 0.810 3.415 0.157
36 O 1.433 1.839 1.657
37 H 2.940 4.638 0.936
38 H 3.740 3.076 0.693
39 H 3.219 3.541 2.312
40 H 1.019 4.277 -0.317
41 H -0.093 2.984 -0.001
42 F 2.015 3.922 -5.621
43 C 1.633 3.064 -4.668
44 C 0.314 3.079 -4.251
45 C -0.071 2.190 -3.259
46 C 0.849 1.299 -2.707
47 C 2.169 1.312 -3.149
48 C 2.571 2.199 -4.137
49 Sb 0.261 -0.019 -1.172
50 C -1.012 -1.424 -2.078
51 C -1.745 -1.143 -3.224
52 C -2.638 -2.075 -3.727
53 C -2.781 -3.277 -3.059
54 F -3.644 -4.182 -3.539
55 C -2.064 -3.584 -1.918
56 C -1.174 -2.643 -1.427
57 C 1.957 -1.245 -0.908
58 C 2.242 -2.270 -1.807
59 C 3.370 -3.059 -1.637
60 C 4.201 -2.800 -0.563
61 F 5.289 -3.560 -0.392
62 C 3.950 -1.788 0.345
63 C 2.819 -1.008 0.163
64 H -0.384 3.771 -4.701
65 H -1.103 2.204 -2.920
66 H 2.891 0.618 -2.735
67 H 3.589 2.223 -4.501
68 H -1.628 -0.200 -3.744
69 H -3.220 -1.884 -4.617
70 H -2.209 -4.540 -1.433
71 H -0.611 -2.873 -0.528
72 H 1.580 -2.471 -2.641
73 H 3.610 -3.864 -2.318
74 H 4.631 -1.628 1.171
75 H 2.602 -0.217 0.872

=====

Please write out number 4 again, unchanged.
C35H28F3N3O3PdSSb | ωB97M-V/def2-TZVPD

Its energy above the lowest of the compared OMol25 structures with the same formula, charge and spin is 85.9 kJ/mol. The charge is +1. Its total energy is -76362.2565 eV. The calculation puts the lowest unoccupied orbital energy (spin up / spin down) at -3.72 / -3.72 eV.

Geometry (Å):
1 Pd -0.215 0.605 1.378
2 O -4.198 -0.375 1.786
3 S -3.183 -0.064 0.824
4 O -3.395 -0.418 -0.548
5 N -1.752 -0.605 1.407
6 C -1.590 -1.746 2.188
7 C -2.413 -2.845 2.209
8 C -2.137 -3.920 3.080
9 C -1.056 -3.922 3.913
10 C -0.185 -2.808 3.921
11 C 0.966 -2.699 4.731
12 C 1.748 -1.579 4.670
13 C 1.388 -0.537 3.800
14 N 0.325 -0.617 3.035
15 C -0.468 -1.728 3.064
16 C -2.824 1.681 0.858
17 C -2.574 2.295 2.082
18 C -2.352 3.666 2.117
19 C -2.412 4.410 0.946
20 C -2.693 3.791 -0.268
21 C -2.901 2.420 -0.315
22 H -3.280 -2.887 1.563
23 H -2.809 -4.768 3.075
24 H -0.852 -4.765 4.560
25 H 1.220 -3.512 5.400
26 H 2.632 -1.474 5.282
27 H 1.969 0.373 3.725
28 H -2.583 1.708 2.993
29 H -2.161 4.154 3.063
30 H -2.263 5.481 0.982
31 H -2.772 4.381 -1.171
32 H -3.136 1.910 -1.241
33 C 2.966 3.599 1.256
34 C 1.663 2.898 1.030
35 N 0.810 3.415 0.157
36 O 1.433 1.839 1.657
37 H 2.940 4.638 0.936
38 H 3.740 3.076 0.693
39 H 3.219 3.541 2.312
40 H 1.019 4.277 -0.317
41 H -0.093 2.984 -0.001
42 F 2.015 3.922 -5.621
43 C 1.633 3.064 -4.668
44 C 0.314 3.079 -4.251
45 C -0.071 2.190 -3.259
46 C 0.849 1.299 -2.707
47 C 2.169 1.312 -3.149
48 C 2.571 2.199 -4.137
49 Sb 0.261 -0.019 -1.172
50 C -1.012 -1.424 -2.078
51 C -1.745 -1.143 -3.224
52 C -2.638 -2.075 -3.727
53 C -2.781 -3.277 -3.059
54 F -3.644 -4.182 -3.539
55 C -2.064 -3.584 -1.918
56 C -1.174 -2.643 -1.427
57 C 1.957 -1.245 -0.908
58 C 2.242 -2.270 -1.807
59 C 3.370 -3.059 -1.637
60 C 4.201 -2.800 -0.563
61 F 5.289 -3.560 -0.392
62 C 3.950 -1.788 0.345
63 C 2.819 -1.008 0.163
64 H -0.384 3.771 -4.701
65 H -1.103 2.204 -2.920
66 H 2.891 0.618 -2.735
67 H 3.589 2.223 -4.501
68 H -1.628 -0.200 -3.744
69 H -3.220 -1.884 -4.617
70 H -2.209 -4.540 -1.433
71 H -0.611 -2.873 -0.528
72 H 1.580 -2.471 -2.641
73 H 3.610 -3.864 -2.318
74 H 4.631 -1.628 1.171
75 H 2.602 -0.217 0.872